Entry 1:
{"formula": "C5H8N2O", "method": "the ωB97M-V functional and the def2-TZVPD basis", "symbols": ["C", "C", "C", "N", "C", "C", "N", "O", "H", "H", "H", "H", "H", "H", "H", "H"], "positions_angstrom": [[-0.27, 0.84, 1.04], [0.00, 0.74, -1.62], [-0.05, -0.01, -0.15], [-0.69, 1.89, -1.81], [0.14, -1.30, -0.26], [0.29, -2.21, 1.06], [1.05, -2.04, 2.04], [0.68, 0.30, -2.54], [-1.16, 2.32, -1.03], [-0.61, 2.37, -2.69], [1.59, -1.17, 2.03], [0.32, -1.83, -1.18], [-0.27, -3.14, 1.03], [-1.05, 1.58, 0.85], [-0.62, 0.26, 1.89], [0.64, 1.38, 1.33]], "total_energy_ev": -10341.4168, "e_homo_ev": -9.60, "spin_multiplicity": 1, "largest_force_ev_per_a": 3.95, "smiles": "[H]/N=C\\C=C(/C)C(N)=O", "total_charge": 0, "relative_energy_kcal_mol": 30.2}

=====

Entry 2:
{"formula": "C23H36N7NiOS", "method": "the ωB97M-V functional and the def2-TZVPD basis", "symbols": ["Ni", "C", "C", "N", "C", "C", "N", "C", "C", "N", "H", "H", "H", "H", "H", "H", "H", "H", "H", "H", "H", "H", "H", "H", "H", "C", "C", "N", "C", "C", "C", "S", "N", "C", "O", "C", "C", "C", "C", "C", "C", "H", "H", "H", "H", "H", "H", "H", "H", "H", "H", "H", "H", "H", "H", "H", "N", "C", "C", "C", "C", "C", "N", "H", "H", "H", "H", "H", "H"], "positions_angstrom": [[-0.81, -0.84, 0.33], [-1.78, -3.63, 0.22], [-2.52, -2.98, -0.93], [-2.04, -1.61, -1.23], [-3.05, -0.58, -1.50], [-3.73, -0.05, -0.20], [-2.91, -0.27, 1.06], [-3.38, -1.45, 1.91], [-2.28, -2.33, 2.36], [-1.28, -2.68, 1.25], [-0.85, -3.98, -0.28], [-2.27, -4.51, 0.67], [-3.57, -3.01, -0.77], [-2.46, -3.57, -1.88], [-1.47, -1.69, -2.07], [-3.76, -0.92, -2.25], [-2.42, 0.24, -1.93], [-4.71, -0.47, 0.02], [-3.83, 1.04, -0.31], [-2.84, 0.56, 1.62], [-4.16, -2.04, 1.38], [-3.80, -1.02, 2.84], [-2.67, -3.22, 2.80], [-1.61, -1.76, 3.05], [-0.45, -3.12, 1.63], [1.53, -1.84, -4.79], [2.62, -1.54, -3.77], [2.30, -0.37, -2.94], [2.66, 0.97, -3.55], [1.45, 1.75, -4.05], [1.76, -0.42, -1.71], [1.27, -1.92, -0.96], [1.72, 0.76, -1.06], [0.71, 1.36, -0.47], [-0.51, 1.01, -0.42], [1.06, 2.63, 0.28], [2.40, 3.05, 0.47], [2.56, 4.08, 1.35], [1.52, 4.70, 2.03], [0.21, 4.34, 1.76], [-0.01, 3.30, 0.83], [1.78, -2.80, -5.29], [1.51, -1.15, -5.64], [0.55, -2.03, -4.33], [3.53, -1.28, -4.28], [2.79, -2.34, -3.08], [3.41, 0.73, -4.26], [3.13, 1.54, -2.81], [0.89, 1.22, -4.79], [1.77, 2.69, -4.57], [0.78, 1.95, -3.25], [3.21, 2.49, 0.08], [3.58, 4.41, 1.47], [1.74, 5.54, 2.66], [-0.66, 4.88, 2.16], [-0.98, 2.89, 0.61], [-1.16, 0.82, 3.36], [0.17, 0.44, 3.29], [1.08, 0.76, 4.33], [2.32, 0.24, 4.36], [2.70, -0.53, 3.21], [1.84, -0.70, 2.20], [0.58, -0.19, 2.19], [-1.36, 1.26, 4.26], [-1.37, 1.60, 2.67], [0.79, 1.46, 5.12], [2.99, 0.31, 5.18], [3.66, -0.98, 3.10], [2.16, -1.19, 1.27]], "total_energy_ev": -88788.4729, "e_homo_ev": [-10.84, -10.84], "spin_multiplicity": 3, "largest_force_ev_per_a": 3.43, "total_charge": 1}